# CH2Cl2N2

One molecule with the formula CH2Cl2N2 (ωB97M-V/def2-TZVPD, the OMol25 dataset).

Each line ends with the natural charge from an NBO analysis.
CARTESIAN COORDINATES (ANGSTROEM)
Cl 0.1434 1.8199 -0.5303  0.005
Cl 0.2213 -0.4611 -2.6904  0.132
N -0.0166 -0.8102 -1.0437  -0.488
N -0.2861 -0.1348 1.2149  -0.817
C -0.0477 0.1318 -0.2178  0.376
H 0.1233 0.5573 1.8191  0.394
H -0.1376 -1.1029 1.4482  0.398

Forces on atoms 1 to 6 (eV/Å):
-0.02 0.01 -0.07
-0.07 0.13 0.18
-0.01 -0.55 -0.16
0.10 0.55 -3.27
-0.26 -0.03 3.21
0.13 -0.09 0.04

relative energy (zero: lowest compared OMol25 entry of this formula, charge and spin)	16.73	kJ/mol
HOMO	-9.80	eV
SMILES	N/C(Cl)=N/Cl
LUMO	0.8	eV


# C24H28N4O4S

One molecule with the formula C24H28N4O4S (ωB97M-V/def2-TZVPD, the OMol25 dataset).

Each line ends with the natural charge from an NBO analysis.
CARTESIAN COORDINATES (ANGSTROEM)
S 3.9227 0.0277 -0.8961  2.327
O 0.6205 -1.4201 2.5468  -0.646
O 4.8051 -1.0991 -0.9485  -0.937
O 4.1393 1.1345 -1.7822  -0.945
O -3.6992 1.5180 -0.9725  -0.619
N -0.7021 1.2936 0.8043  -0.198
N 1.6942 0.4268 1.8980  -0.427
N -1.7274 1.7800 0.1300  -0.228
N 4.0627 0.6517 0.6472  -0.666
C 0.5952 -0.3702 1.9183  0.646
C -0.6357 0.0587 1.1887  0.126
C -4.0431 -2.3909 0.5059  -0.208
C 4.0354 -0.2812 1.7534  -0.227
C -1.7487 -0.8435 0.9724  0.017
C 1.3481 0.2266 -1.8372  -0.199
C 0.3691 -3.8250 -0.8266  -0.636
C -2.8280 1.0425 -0.2676  0.636
C 1.8890 1.6738 1.1885  -0.222
C 1.9307 -1.8732 -0.8287  -0.182
C 0.6911 -2.4036 -1.1615  -0.028
C -2.8406 -0.3261 0.2488  -0.168
C 0.1060 -0.2901 -2.1612  -0.252
C -1.5962 3.2019 -0.1993  -0.033
C -1.4685 3.3936 -1.7076  -0.622
C -2.9667 -2.9113 1.2213  -0.196
C -1.8366 -2.1577 1.4505  -0.214
C -1.5429 -2.1631 -2.2944  -0.662
C 3.3869 1.8934 0.9030  -0.254
C -3.9762 -1.1057 0.0202  -0.158
C -0.2309 -1.6012 -1.8451  0.099
C -2.7648 3.9948 0.3781  -0.624
C 2.8445 0.0064 2.6756  -0.249
C 2.2531 -0.5761 -1.1711  -0.345
H -0.6663 3.5118 0.2895  0.216
H -2.8502 3.8212 1.4487  0.211
H -2.3760 3.0602 -2.2029  0.239
H 2.6731 -2.4848 -0.3407  0.233
H -1.3147 4.4462 -1.9282  0.216
H -1.0153 -2.5618 2.0174  0.266
H -1.3791 -2.8834 -3.0964  0.225
H 1.2002 -4.2928 -0.3072  0.222
H 3.8829 2.3871 1.7439  0.202
H -2.6026 5.0555 0.2085  0.215
H -2.0487 -2.6821 -1.4838  0.227
H 3.5136 2.5101 0.0132  0.250
H 1.6459 1.2212 -2.1312  0.241
H -3.0193 -3.9199 1.6053  0.220
H -0.5129 -3.8760 -0.1897  0.226
H 1.3411 1.6332 0.2482  0.236
H -4.7886 -0.6654 -0.5377  0.242
H -3.6926 3.6993 -0.1030  0.239
H 1.4916 2.5086 1.7792  0.199
H 3.9862 -1.2855 1.3334  0.225
H -4.9229 -2.9932 0.3364  0.220
H 2.5658 -0.8877 3.2343  0.265
H 0.1590 -4.3907 -1.7336  0.220
H 4.9707 -0.1960 2.3195  0.204
H 3.0965 0.8051 3.3808  0.190
H -0.6218 2.8298 -2.0927  0.205
H -0.6073 0.3213 -2.6955  0.218
H -2.1944 -1.3771 -2.6671  0.223

Forces on atoms 1 to 6 (eV/Å):
0.34 0.17 0.17
-0.27 -0.21 -0.02
-0.22 -0.22 0.21
-0.36 0.10 0.06
-0.11 0.02 -0.06
0.47 -0.57 0.59

relative energy (zero: lowest compared OMol25 entry of this formula, charge and spin)	196.53	kJ/mol
HOMO	-8.97	eV
SMILES	Cc1ccc(S(=O)(=O)N2CCN(C(=O)c3nn(C(C)C)c(=O)c4ccccc34)CC2)cc1C
LUMO	-0.1	eV


# C5H8N

An isolated ion of composition C5H8N and charge +1 (ωB97M-V/def2-TZVPD, the OMol25 dataset).

Each line ends with the natural charge from an NBO analysis.
CARTESIAN COORDINATES (ANGSTROEM)
N 1.8452 0.0871 -0.0148  -0.210
C -2.1126 -0.3193 0.3952  -0.158
C -0.6885 -0.3987 -0.4460  -0.593
C -2.9511 0.6365 0.1193  -0.330
C 3.2083 0.1302 0.2353  -0.452
C 0.6979 -0.1480 -0.0071  0.665
H -2.2686 -0.9717 1.1423  0.217
H 3.2904 0.6309 1.1871  0.268
H 3.6986 0.7273 -0.5084  0.265
H -0.6891 -1.5386 -0.7706  0.306
H -3.0501 1.4060 -0.7616  0.237
H 3.5891 -0.9295 0.1046  0.271
H -3.8053 0.5903 0.7260  0.222
H -0.7643 0.0975 -1.4013  0.295

Forces on atoms 1 to 6 (eV/Å):
-5.32 -1.12 0.11
4.38 2.81 -3.42
-1.72 -3.43 0.36
-1.06 1.71 -2.36
1.34 -1.14 -0.31
2.08 0.89 -0.68

net charge	+1
relative energy (zero: lowest compared OMol25 entry of this formula, charge and spin)	301.81	kJ/mol
HOMO	-14.50	eV
SMILES	C=CCC#[N+]C
LUMO	-4.2	eV


# C5H4F6NO2

A 3-piece molecular cluster, C5H4F6NO2 overall (ωB97M-V/def2-TZVPD, the OMol25 dataset).

Each line ends with the natural charge from an NBO analysis.
CARTESIAN COORDINATES (ANGSTROEM)
F 2.7422 0.0421 0.8424  -0.239
F 1.3638 -0.3922 2.7434  -0.826
F 1.1875 -1.9752 -0.4380  -0.349
F -0.8006 0.4922 -1.7113  -0.338
F -1.2264 -2.0205 0.5682  -0.363
F -2.6325 -0.5985 -1.2547  -0.359
O 2.3355 1.4053 -2.1646  -0.528
O 1.0585 2.5447 -0.6760  -0.510
N 1.3809 0.0817 0.8691  0.048
C 1.6575 1.9478 -1.4335  1.036
C -1.2746 -0.6559 -1.2482  0.537
C 0.7757 -0.8482 0.2311  0.406
C -0.8009 -0.7380 0.2440  0.277
C -1.1258 0.4400 1.1427  -0.662
H -0.8271 0.0026 2.1031  0.292
H -2.1241 0.5482 1.2242  0.192
H -0.6364 1.2620 0.6927  0.251
H -1.0531 -1.5379 -1.7346  0.135

Forces on atoms 1 to 6 (eV/Å):
0.71 -0.31 -0.56
-0.04 -0.54 1.77
0.55 0.52 0.84
0.33 0.81 -1.58
-0.73 0.07 1.06
-0.85 0.37 -0.27

net charge	-1
HOMO (alpha / beta)	-3.67 / -3.67	eV
LUMO (alpha / beta)	3.2 / 3.2	eV


no.,strongest force on any atom (eV Å⁻¹)
1,3.3
2,1.2
3,6.2
4,4.4